DFT (ωB97M-V/def2-TZVPD) results for a 8-piece molecular cluster, C48H107N5O8 overall.

Geometry as XYZ:
```
168
Properties=species:S:1:pos:R:3
C -14.1046 -5.1929 19.1204
C -13.9884 -6.4651 19.9520
C -13.5968 -7.7499 19.1941
C -12.9796 -6.3537 21.0134
C -13.2482 -5.4988 22.2825
C -14.5424 -5.9379 22.8764
C -15.6820 -5.8867 21.8469
C -16.9061 -6.4459 22.4398
C -15.8898 -4.3290 21.5792
N -15.2868 -6.7952 20.7098
O -16.3872 -6.7257 19.7929
H -14.9518 -5.2152 18.4369
H -14.0832 -4.2624 19.6966
H -13.2582 -5.0891 18.4500
H -13.7571 -8.6729 19.8014
H -14.2259 -8.0267 18.3708
H -12.4833 -7.6900 18.9827
H -12.7466 -7.3622 21.4099
H -11.9891 -6.0301 20.6143
H -12.4945 -5.6596 22.9837
H -13.3253 -4.3775 22.0001
H -14.8424 -5.3538 23.7486
H -14.4370 -6.9942 23.2237
H -16.6395 -7.4580 22.7958
H -17.7218 -6.4910 21.7538
H -17.2516 -5.8010 23.2625
H -14.9371 -3.7413 21.5540
H -16.5331 -3.9299 22.4449
H -16.5089 -4.2008 20.7080
H -16.5103 -7.6481 19.4623
C -13.4466 2.8910 22.3460
C -13.0596 1.4344 22.4777
C -13.4013 0.8146 21.1381
C -11.5301 1.3498 22.8525
C -11.1700 0.0132 23.5214
C -12.0811 -0.2135 24.7458
C -13.5655 -0.3274 24.3007
C -13.8191 -1.6552 23.5084
C -14.3299 -0.4374 25.5713
N -13.9424 0.9058 23.5686
O -15.2666 0.8548 23.1775
H -12.9550 3.3761 21.4578
H -14.5351 3.0384 22.2457
H -13.1202 3.4459 23.2680
H -12.8377 1.2666 20.2821
H -13.2547 -0.2321 21.0547
H -14.4375 1.0554 20.9907
H -10.7813 1.5166 22.0261
H -11.3444 2.1371 23.6035
H -11.1370 -0.8899 22.8429
H -10.0926 0.1338 23.7788
H -11.9756 0.5858 25.4847
H -11.7775 -1.1029 25.3066
H -12.9171 -1.8202 22.9695
H -14.6185 -1.6798 22.7914
H -13.8582 -2.4833 24.2169
H -14.2992 0.4656 26.1732
H -13.8176 -1.2021 26.1559
H -15.4013 -0.5670 25.3969
H -15.2840 0.1492 22.4347
C -21.1552 -0.8649 27.7958
C -20.8837 -0.7241 26.2749
C -22.1612 -1.2021 25.5451
C -20.5574 0.7658 26.1405
C -20.1031 1.0551 24.7222
C -18.8388 0.2694 24.4899
C -19.0862 -1.2078 24.5758
C -19.9580 -1.6127 23.4256
C -17.7010 -1.9726 24.4908
N -19.7260 -1.4781 25.9103
O -19.9885 -2.8419 25.9936
H -22.0994 -0.3619 28.0519
H -21.1540 -1.9599 28.0218
H -20.3417 -0.5023 28.4113
H -22.5007 -2.2234 25.8979
H -23.0692 -0.6464 25.7443
H -22.0222 -1.2175 24.4633
H -21.4716 1.3540 26.4156
H -19.7803 1.1495 26.8247
H -20.9275 0.7643 24.0672
H -20.0354 2.0853 24.5355
H -18.1475 0.6003 25.2465
H -18.3824 0.5237 23.5105
H -19.3258 -1.7586 22.5450
H -20.6564 -0.8325 23.1088
H -20.4472 -2.5667 23.6613
H -16.9952 -1.5642 23.7636
H -17.9358 -3.0049 24.2477
H -17.2383 -1.9723 25.4586
H -20.5024 -3.2275 25.2428
C -13.1114 5.3933 16.5707
C -14.3986 4.7423 17.0907
C -14.0695 3.6421 18.1516
C -15.2854 5.7949 17.8239
C -15.9185 6.8028 16.8668
C -16.5666 5.9961 15.7474
C -15.8658 4.7944 15.0577
C -16.8762 3.8543 14.3644
C -14.9395 5.3613 13.9865
N -15.1446 3.9801 16.0186
O -14.3724 3.0839 15.3342
H -13.3443 6.3364 16.0751
H -12.4552 5.5590 17.4254
H -12.5991 4.7002 15.8978
H -14.9422 2.9802 18.3159
H -13.2416 3.0489 17.8154
H -13.7573 4.2089 19.0469
H -16.0602 5.2964 18.3605
H -14.6821 6.2320 18.6126
H -16.7235 7.4458 17.3613
H -15.1109 7.4068 16.4806
H -16.8668 6.6444 14.9142
H -17.5094 5.6470 16.1026
H -17.4086 3.2739 15.1601
H -16.3783 3.2424 13.6525
H -17.6349 4.3724 13.6854
H -14.5086 4.6405 13.3565
H -14.1487 6.0752 14.3286
H -15.6064 6.0096 13.4154
H -14.7046 2.1969 15.6507
C -20.6119 5.4050 19.5007
C -20.2575 3.8937 19.5071
C -21.5575 3.0850 19.9493
C -19.8805 3.5047 18.1185
C -19.3194 2.1480 18.0006
C -18.0932 2.0696 18.9394
C -18.4213 2.3702 20.3797
C -19.2613 1.3340 21.1132
C -17.0364 2.5576 21.0820
N -19.0404 3.6844 20.3875
O -19.3561 4.1076 21.6943
H -19.6743 5.9640 19.2095
H -21.4372 5.6935 18.8147
H -20.8849 5.7650 20.4763
H -21.8162 3.3209 20.9680
H -22.4412 3.4629 19.3883
H -21.5709 1.9737 19.9025
H -20.7874 3.6129 17.5215
H -19.1048 4.2252 17.7664
H -20.0195 1.3225 18.2826
H -19.0641 1.9151 16.9361
H -17.3883 2.7989 18.5369
H -17.6902 1.0286 18.9353
H -18.5758 0.5199 21.3664
H -20.0625 0.8853 20.5216
H -19.6649 1.6878 22.0759
H -16.5048 1.6547 20.7942
H -17.1042 2.6182 22.1477
H -16.6125 3.4461 20.6653
H -18.8709 4.9005 21.7692
C -13.3834 -0.6606 16.7174
O -14.3783 -0.3523 15.7225
H -12.4497 -0.3697 16.2158
H -13.5577 0.0048 17.6140
H -13.3749 -1.7227 16.9902
H -15.2252 -0.3662 16.1815
C -15.5182 -1.3065 19.7363
O -16.1044 -0.8812 20.9775
H -14.5196 -1.6160 19.9808
H -16.0693 -2.1052 19.2995
H -15.4841 -0.4696 18.9750
H -17.0881 -1.0874 20.9785
C -19.5343 -2.4165 19.2428
O -18.3993 -2.4259 20.0756
H -19.3357 -2.0099 18.1945
H -20.0673 -3.4204 19.1230
H -20.2936 -1.7970 19.7344
H -18.1129 -3.2949 20.2300
```

Calculated values
- lowest unoccupied orbital energy (eV) = 0.22
- ΔE to the lowest compared entry with this formula, charge and spin (kJ/mol) = 265.6
- HOMO-LUMO gap (eV) = 8.32
- maximum force (eV/Å) = 3.8
- molecular weight (g/mol) = 882.4
- SMILES = CC1(C)CCCC(C)(C)N1O.CC1(C)CCCC(C)(C)N1O.CC1(C)CCCC(C)(C)N1O.CC1(C)CCCC(C)(C)N1O.CC1(C)CCCC(C)(C)N1O.CO.CO.CO
- net charge = 0

Atom charges from the Mulliken analysis, given in e for atoms 1 to 8: number 1, C, carries -1.57; number 2, C, carries 2.20; number 3, C, carries -1.85; number 4, C, carries -1.76; number 5, C, carries 0.15; number 6, C, carries -1.30; number 7, C, carries 2.06; number 8, C, carries -2.10